No. 1
Formula: C18H28N2O6Ti
Source: the Open Molecules 2025 dataset
Level of theory: ωB97M-V with the def2-TZVPD basis set

Properties
<S²> = 2.002
HOMO (spin up / spin down) = -0.4508 / -0.5665 hartree
Frontier orbital gap (spin up / spin down) = 7.18 / 10.33 eV
Energy above the lowest of the compared OMol25 structures with the same formula, charge and spin = 104.2 kJ/mol
Lowest unoccupied orbital energy (spin up / spin down) = -0.18688 / -0.18689 Eh
E_tot = -2112.4820 Ha

Geometry as ORCA input:
```
! RIJCOSX wB97M-V def2-TZVPD def2/J DEFGRID3
* xyz 2 3
Ti 0.51235 -0.63326 0.55545
C 1.68910 -1.09318 3.22136
C 0.21293 -1.51630 3.31169
O -0.58678 -0.89643 2.28913
C -1.14376 0.39522 2.58344
C -0.21465 1.55099 2.17320
O 0.37836 1.17600 0.92841
C 1.30267 2.09868 0.34573
C 2.18942 1.32556 -0.67560
O 1.71391 -0.01329 -0.91876
C 1.34116 -0.38834 -2.25690
C -0.09545 -0.97674 -2.29880
O -0.64015 -1.10332 -0.96727
C -1.25734 -2.36200 -0.67220
C -0.15338 -3.37818 -0.34170
O 0.70782 -2.66431 0.54757
C 1.97248 -3.22491 0.90916
C 2.86201 -2.02141 1.28456
O 2.08321 -0.95091 1.84199
H 2.32159 -1.82489 3.72536
H 1.85060 -0.12379 3.69377
H -0.18895 -1.28736 4.30006
H 0.11675 -2.58693 3.13740
H -1.40435 0.47513 3.64010
H -2.05693 0.43752 1.98961
H 0.57417 1.71880 2.91265
H -0.79871 2.46831 2.06458
H 1.93203 2.52444 1.12993
H 0.74505 2.90266 -0.13401
H 3.20038 1.23030 -0.27791
H 2.24469 1.87854 -1.61200
H 2.06716 -1.13178 -2.59087
H 1.40831 0.47219 -2.92006
H -0.07781 -1.95027 -2.78751
H -0.76107 -0.31969 -2.85448
H -1.89442 -2.70102 -1.49075
H -1.87102 -2.18799 0.21207
H 0.39347 -3.67887 -1.24120
H -0.56561 -4.26646 0.14176
H 2.41706 -3.77436 0.07626
H 1.84433 -3.91141 1.75066
H 3.31663 -1.60082 0.38891
H 3.64752 -2.32717 1.97678
N -4.89898 4.80832 -3.88752
C -4.13723 4.15896 -3.32576
C -3.17810 3.34351 -2.64375
C -3.55588 2.53540 -1.57523
C -2.58796 1.74764 -0.97696
N -1.30924 1.71955 -1.35396
C -0.96342 2.51565 -2.37030
C -1.84522 3.33762 -3.04757
H -4.57897 2.52568 -1.22769
H -2.85017 1.09478 -0.15053
H 0.08065 2.49519 -2.66641
H -1.51023 3.95874 -3.86587
*
```

No. 2
Formula: C7H12Se
Source: the Open Molecules 2025 dataset
Level of theory: ωB97M-V with the def2-TZVPD basis set

Properties
HOMO = -0.2856 hartree
Frontier orbital gap = 8.62 eV
Energy above the lowest of the compared OMol25 structures with the same formula, charge and spin = 156.6 kJ/mol
Lowest unoccupied orbital energy = 0.03115 Eh
E_tot = -2675.2296 Ha

Geometry as ORCA input:
```
! RIJCOSX wB97M-V def2-TZVPD def2/J DEFGRID3
* xyz 0 1
C 0.16997 0.16647 2.26795
C 0.63199 -0.67026 1.37969
C 0.14511 1.65094 1.94660
C 1.20787 0.00427 0.18933
C -0.14525 -1.74367 -1.61719
C -1.30339 0.61896 -1.17224
C 0.06359 -0.16187 -1.47226
Se 1.54546 1.82037 0.54988
H -0.32465 -0.21156 3.07586
H 0.67559 -1.75651 1.39856
H -0.77175 1.90980 1.52313
H 0.51098 2.36290 2.66489
H 2.12585 -0.44545 -0.07216
H -0.59699 -2.05343 -2.57855
H -0.64574 -2.00740 -0.81583
H 0.86608 -2.29353 -1.81487
H -2.10028 0.08973 -0.58563
H -1.64173 0.93216 -2.10355
H -1.03936 1.47291 -0.53963
H 0.62666 0.31517 -2.22400
*
```

No. 3
Formula: C9H18B2O6
Source: the Open Molecules 2025 dataset
Level of theory: ωB97M-V with the def2-TZVPD basis set

Properties
HOMO = -0.3666 hartree
Frontier orbital gap = 10.58 eV
Energy above the lowest of the compared OMol25 structures with the same formula, charge and spin = 0.0 kJ/mol
Lowest unoccupied orbital energy = 0.02216 Eh
E_tot = -855.1186 Ha

Geometry as ORCA input:
```
! RIJCOSX wB97M-V def2-TZVPD def2/J DEFGRID3
* xyz 0 1
O -2.52043 -1.27722 -2.55427
O -1.92661 -0.57229 -0.32131
O -1.92172 -2.86295 -0.77272
O 1.64649 -1.20118 1.46285
O 3.61816 0.31901 1.42673
O 1.38231 1.14552 0.99997
B -2.10781 -1.57062 -1.27371
B 2.22960 0.06814 1.29066
C -2.89494 0.03898 -2.90929
C -2.14698 0.77715 -0.62273
C -1.55882 -3.07295 0.57120
C 0.28067 -1.34927 1.12904
C 4.26779 1.45346 0.90997
C 1.98586 2.40718 1.20971
C -3.25318 0.87487 -1.69400
C -0.07711 -2.81773 0.85196
C 3.31513 2.55942 0.45877
H -3.75204 -0.03091 -3.60337
H -2.05344 0.41915 -3.52748
H -1.22039 1.16457 -1.00756
H -2.39957 1.30534 0.31217
H -1.83775 -4.12941 0.78601
H -2.18734 -2.47356 1.21168
H -0.34191 -1.00215 1.96351
H -0.01500 -0.73163 0.31288
H 4.89794 1.12400 0.08205
H 4.93078 1.80677 1.69525
H 1.25325 3.15201 0.89709
H 2.14594 2.48063 2.29518
H -3.28221 1.93289 -2.00868
H -4.23627 0.59714 -1.28189
H 0.55988 -3.18314 0.04103
H 0.30544 -3.36249 1.73390
H 3.14162 2.45697 -0.61607
H 3.77264 3.55428 0.55150
*
```

No. 4
Formula: C2H3FS2
Source: the Open Molecules 2025 dataset
Level of theory: ωB97M-V with the def2-TZVPD basis set

Properties
HOMO = -0.3137 hartree
Frontier orbital gap = 8.64 eV
Energy above the lowest of the compared OMol25 structures with the same formula, charge and spin = 386.9 kJ/mol
Lowest unoccupied orbital energy = 0.00394 Eh
E_tot = -974.0718 Ha

Geometry as ORCA input:
```
! RIJCOSX wB97M-V def2-TZVPD def2/J DEFGRID3
* xyz 0 1
C -1.75580 0.92670 -0.35532
C -1.36843 0.33038 -1.30092
F -2.14276 1.64046 0.58992
S 1.28909 -1.04747 1.30914
S 1.24709 -1.57645 -0.58774
H 2.57647 -0.41376 1.27206
H -0.70452 -0.08155 -2.05898
H 0.85888 0.22168 1.13185
*
```

No. 5
Formula: CH15NO6
Source: the Open Molecules 2025 dataset
Level of theory: ωB97M-V with the def2-TZVPD basis set

Properties
HOMO = -0.3328 hartree
Frontier orbital gap = 9.22 eV
Energy above the lowest of the compared OMol25 structures with the same formula, charge and spin = 187.1 kJ/mol
Lowest unoccupied orbital energy = 0.00602 Eh
E_tot = -553.2495 Ha

Geometry as ORCA input:
```
! RIJCOSX wB97M-V def2-TZVPD def2/J DEFGRID3
* xyz 0 1
N 0.20561 1.72493 2.45724
C -0.29465 1.67409 1.10690
O 0.41034 0.62063 0.44795
H -0.25814 1.03941 3.03165
H 1.20329 1.77360 2.49325
H -1.34528 1.32488 1.01057
H -0.28125 2.66522 0.60809
H 1.36686 0.68589 0.34167
H -2.96036 -1.80970 -0.16782
H -1.75199 -2.39613 -0.63402
O -2.34484 -1.66720 -0.90518
H 2.25911 -0.97138 -2.52523
H 0.82120 -1.07919 -3.17283
O 1.32613 -0.77202 -2.42349
H -1.70833 0.32454 -0.67545
H -2.32737 0.98768 -1.91310
O -2.48103 0.82136 -0.98720
H 3.85749 -0.12122 0.18627
H 3.88151 1.02785 -0.89063
O 3.46921 0.70408 -0.09491
H -0.50434 -1.48999 0.72693
H -0.06930 -2.48353 1.76264
O -0.61710 -2.42333 0.97808
*
```

No. 6
Formula: C15H33Br2GeNO5Re
Source: the Open Molecules 2025 dataset
Level of theory: ωB97M-V with the def2-TZVPD basis set

Properties
HOMO = -0.7219 hartree
Frontier orbital gap = 8.06 eV
Energy above the lowest of the compared OMol25 structures with the same formula, charge and spin = 0.0 kJ/mol
Lowest unoccupied orbital energy = -0.42587 Eh
E_tot = -8324.5461 Ha

Geometry as ORCA input:
```
! RIJCOSX wB97M-V def2-TZVPD def2/J DEFGRID3
* xyz 3 1
Re -0.48714 0.08409 -0.35723
C -0.80111 0.38200 4.08193
C -1.55315 0.07674 2.80003
C -1.95430 -1.38310 2.74205
C -2.71126 1.02109 2.58187
O -0.54919 0.36650 1.67065
Ge 1.24597 0.81478 1.98797
O 0.68592 -1.21869 -0.19454
C 1.70359 -2.34073 -0.45182
C 2.04521 -2.31697 -1.92406
C 1.04483 -3.62383 -0.00645
C 2.90236 -1.98449 0.40416
O 0.95105 1.39626 0.16808
C 1.40586 2.77312 -0.34722
C 0.20372 3.68137 -0.49158
C 2.12338 2.54246 -1.65599
C 2.35050 3.28446 0.72504
H -1.48238 0.30646 4.92958
H -0.41265 1.40836 4.09345
H 0.01238 -0.32724 4.26514
H -2.37410 -1.67023 3.70614
H -1.09199 -2.02667 2.55538
H -2.71841 -1.56653 1.98960
H -3.49313 0.79541 3.30779
H -3.14185 0.90174 1.58565
H -2.41474 2.06183 2.71372
H 1.18658 -2.57507 -2.53933
H 2.81663 -3.06559 -2.10588
H 2.45674 -1.35001 -2.22143
H 0.16044 -3.84889 -0.60364
H 0.77728 -3.59023 1.04945
H 1.75986 -4.43537 -0.14608
H 3.29242 -0.99311 0.16459
H 3.69494 -2.70548 0.20058
H 2.67117 -2.05081 1.46948
H -0.34648 3.49919 -1.41399
H 0.55514 4.71290 -0.52860
H -0.47969 3.59648 0.35406
H 1.45730 2.08063 -2.39009
H 3.00669 1.91589 -1.53106
H 2.44116 3.49885 -2.07191
H 1.82133 3.50263 1.66149
H 2.79560 4.22515 0.40010
H 3.17477 2.59057 0.91219
Br -1.57689 -3.56021 -2.80312
C -2.70503 -3.25751 -1.30395
Br -2.80734 -1.34770 -0.79628
H -2.37641 -3.80206 -0.42758
H -3.73245 -3.47353 -1.57998
N -0.39440 -0.05832 -2.54630
C -1.27859 0.93125 -3.22633
C -2.25835 1.50964 -2.23212
O -3.29488 2.01071 -2.35594
O -1.65711 1.33350 -0.89756
H 0.56084 0.04472 -2.88350
H -0.69031 -1.00182 -2.81320
H -1.83828 0.47524 -4.04185
H -0.68205 1.75015 -3.63156
*
```